Record 1
Here is a 10-piece molecular cluster, C30H47NO32S6 overall in a non-equilibrium geometry from the Open Molecules 2025 dataset. Energies are from ωB97M-V with the def2-TZVPD basis set.

```
116
Properties=species:S:1:pos:R:3:forces:R:3
C -3.329 4.406 -3.962 -0.034 1.270 -0.289
C -2.310 5.029 -3.004 1.026 0.454 -0.418
O -1.990 4.027 -2.030 -0.804 -1.046 0.075
S -3.132 2.890 -1.946 -0.487 0.524 0.939
O -4.012 3.228 -0.864 -0.219 0.443 -0.850
O -2.648 1.552 -1.881 0.665 0.513 -0.785
O -3.773 3.186 -3.388 0.374 -0.771 0.593
H -2.834 4.312 -4.929 -0.258 -0.867 0.007
H -4.207 5.033 -4.113 0.035 0.047 0.174
H -2.589 5.996 -2.585 -0.442 -0.421 0.585
H -1.356 5.218 -3.501 -0.100 -0.154 -0.177
C 0.893 -6.717 2.327 0.206 1.168 -0.285
C 0.899 -6.822 3.855 -0.064 0.484 -0.029
O -0.049 -7.836 4.186 -0.773 -0.280 -0.649
S -1.217 -7.904 3.044 0.098 -0.838 0.797
O -2.292 -7.015 3.351 0.682 0.119 -0.101
O -1.535 -9.274 2.795 0.427 0.720 0.101
O -0.315 -7.330 1.881 -0.380 -0.361 -0.250
H 1.744 -7.115 1.777 -0.111 -0.537 0.274
H 0.846 -5.668 2.031 0.034 -0.037 0.121
H 0.582 -5.870 4.285 -0.055 -0.061 0.056
H 1.866 -7.072 4.280 -0.041 -0.270 -0.063
C -5.455 2.005 2.008 -1.005 -0.634 -0.934
C -5.551 1.009 0.833 1.297 0.024 0.335
O -5.711 -0.276 1.453 -0.340 -0.336 0.178
S -6.207 -0.198 2.961 -0.002 0.572 0.449
O -5.178 -0.684 3.830 -0.321 0.097 -0.577
O -7.537 -0.677 3.097 0.336 0.041 -0.111
O -6.247 1.411 3.038 -0.081 -0.503 0.225
H -6.004 2.889 1.695 0.541 0.419 0.326
H -4.430 2.148 2.330 -0.024 0.215 0.086
H -4.588 0.944 0.329 -0.174 0.172 -0.256
H -6.336 1.235 0.117 -0.246 -0.205 0.195
C -2.766 5.117 3.752 -0.227 0.148 -0.389
C -4.083 5.109 2.967 -0.806 -0.188 1.030
O -3.811 4.420 1.762 0.517 -0.115 -0.541
S -2.290 4.618 1.297 -0.139 -0.531 1.422
O -2.190 5.723 0.413 0.181 -0.205 0.000
O -1.741 3.331 0.991 -0.223 0.761 -0.167
O -1.733 5.033 2.760 -0.012 0.180 -0.774
H -2.690 4.239 4.390 0.021 -0.008 0.032
H -2.634 6.024 4.334 0.107 0.019 -0.033
H -4.594 6.053 2.774 0.659 0.301 -0.160
H -4.814 4.532 3.541 0.068 -0.207 -0.255
C 0.257 1.062 -4.841 -0.390 -0.158 -0.627
C -1.086 1.833 -4.901 0.310 -1.179 0.758
O -0.992 2.763 -5.962 0.601 0.219 -0.548
S 0.367 2.508 -6.817 -0.354 0.295 -0.023
O 0.940 3.747 -7.199 -0.121 -0.265 0.487
O 0.099 1.533 -7.820 0.019 -0.134 0.405
O 1.180 1.860 -5.602 0.031 0.396 -0.146
H 0.200 0.102 -5.358 -0.199 -0.076 0.211
H 0.589 0.919 -3.818 0.283 0.214 -0.077
H -1.245 2.333 -3.951 0.037 0.357 -0.214
H -1.877 1.098 -5.053 -0.202 0.293 -0.214
C 3.634 0.747 -3.280 0.627 -0.544 -0.008
C 3.686 0.148 -4.701 -0.131 0.374 -0.679
O 4.551 -0.985 -4.665 0.044 -0.567 0.914
S 4.692 -1.544 -3.158 0.579 0.332 -0.776
O 6.040 -1.959 -2.958 -0.346 0.369 0.028
O 3.655 -2.467 -2.853 -0.301 0.300 -0.173
O 4.446 -0.135 -2.457 -0.041 -0.453 -0.052
H 2.632 0.753 -2.863 0.008 0.233 -0.004
H 4.162 1.693 -3.244 -0.422 0.228 0.115
H 4.134 0.832 -5.421 -0.029 0.064 0.165
H 2.708 -0.123 -5.102 0.053 -0.210 0.284
C -2.441 -1.559 2.018 0.046 1.033 0.381
C -2.049 -0.346 1.440 0.002 -0.557 0.021
C -0.993 -0.313 0.557 0.637 0.329 -0.384
C -0.295 -1.487 0.244 -1.418 0.418 0.486
C -0.679 -2.676 0.844 0.840 -0.293 0.140
C -1.692 -2.694 1.792 -0.338 -0.263 -0.373
N 0.822 -1.473 -0.685 0.405 -0.136 0.425
O 1.615 -2.385 -0.603 0.000 -0.105 -0.125
O 0.945 -0.528 -1.446 -0.135 0.142 -0.170
H -3.281 -1.531 2.701 0.081 -0.278 0.071
H -2.507 0.596 1.712 -0.218 -0.071 -0.044
H -0.702 0.661 0.183 0.136 -0.207 -0.259
H -0.119 -3.575 0.621 -0.026 0.010 0.008
H -1.931 -3.608 2.320 -0.016 -0.081 -0.154
O 2.755 -1.689 6.103 -0.240 -0.166 -0.356
C 2.389 -1.334 5.016 0.619 0.188 0.933
O 1.189 -0.734 4.838 -0.324 -0.153 -0.456
C 1.083 -0.200 3.496 0.285 0.280 0.523
C 2.156 -0.940 2.715 -0.445 0.381 -1.156
C 3.199 -1.322 3.740 -0.398 -0.137 -0.366
H 1.241 0.877 3.601 0.153 0.004 -0.222
H 0.086 -0.349 3.092 -0.086 -0.211 0.253
H 2.502 -0.384 1.838 0.199 0.233 0.269
H 1.680 -1.815 2.271 0.229 -0.287 0.311
H 4.022 -0.620 3.879 -0.080 0.131 -0.097
H 3.595 -2.296 3.479 0.140 -0.116 0.468
O 2.808 -4.067 2.425 0.005 -0.389 -0.131
C 3.474 -4.261 1.437 0.521 0.716 0.020
O 3.079 -5.033 0.435 -0.499 0.076 -0.274
C 3.880 -4.836 -0.782 -0.490 -0.515 0.928
C 5.094 -4.028 -0.356 0.726 -0.070 0.918
C 4.885 -3.756 1.145 -0.443 -0.305 0.077
H 3.221 -4.342 -1.487 0.170 -0.043 -0.203
H 4.114 -5.863 -1.048 0.128 0.191 -0.555
H 5.243 -3.087 -0.874 -0.154 -0.210 -0.264
H 5.996 -4.631 -0.446 0.037 0.147 -0.382
H 5.066 -2.725 1.439 -0.279 0.036 0.051
H 5.504 -4.379 1.797 0.200 0.051 -0.156
O 1.106 3.682 -3.281 -0.320 0.033 -0.047
C 1.429 3.375 -2.168 0.602 -0.513 -0.136
O 2.672 3.660 -1.706 -0.244 -0.067 0.080
C 2.765 3.419 -0.283 -1.189 0.581 -0.319
C 1.557 2.538 0.091 0.312 -0.650 -0.571
C 0.646 2.580 -1.145 0.570 0.742 0.246
H 2.597 4.394 0.179 0.729 -0.026 0.198
H 3.736 2.974 -0.102 0.049 0.152 0.260
H 1.021 2.891 0.967 0.211 -0.080 0.182
H 1.929 1.521 0.232 -0.298 -0.040 0.274
H -0.265 3.140 -0.969 -0.160 -0.225 0.107
H 0.428 1.585 -1.519 -0.193 0.114 -0.167
```
Forces are in eV/Å.

Computed properties:
SMILES	O=[N+]([O-])c1ccccc1.O=S1(=O)OCCO1.O=S1(=O)OCCO1.O=S1(=O)OCCO1.O=S1(=O)OCCO1.O=S1(=O)OCCO1.O=S1(=O)OCCO1.O=C1CCCO1.O=C1CCCO1.O=C1CCCO1
E_tot	-6022.7109	Ha
HOMO level	-10.03	eV
total charge	0
2S+1	1
maximum force	1.56	eV/A
HOMO-LUMO gap	8.975	eV

Here are the Löwdin charges for atoms 1 to 2, given in e:
1. C -0.147
2. C -0.131

Record 2
Here is C30H48BrCoGeN4SbSe as an isolated structure in a non-equilibrium geometry from the Open Molecules 2025 dataset. Energies are from ωB97M-V with the def2-TZVPD basis set.

```
87
Properties=species:S:1:pos:R:3:forces:R:3
Co 0.023 0.352 0.326 -0.331 0.345 -0.304
C -0.184 3.371 3.234 -0.070 0.009 0.163
C 0.189 2.552 2.194 -0.058 -0.281 0.054
N -0.410 1.369 1.969 -0.057 -0.337 -0.482
C -1.405 0.986 2.773 0.147 0.199 0.134
C -1.882 1.770 3.816 0.039 0.171 -0.063
C -1.229 2.975 4.059 -0.022 -0.022 -0.136
C -2.976 1.329 4.697 -0.297 -0.147 -0.039
C -4.177 0.815 4.397 0.269 0.218 0.045
C -4.874 0.676 3.105 -0.316 -0.143 -0.281
C -6.107 0.022 3.072 0.127 -0.021 0.024
C -6.729 -0.111 1.841 0.076 0.021 0.140
N -6.215 0.408 0.732 -0.213 -0.006 -0.266
C -5.082 1.078 0.871 0.086 -0.067 0.093
N -4.379 1.213 1.984 0.549 0.144 0.232
H 0.340 4.301 3.403 -0.008 0.013 -0.001
H 1.008 2.818 1.540 -0.065 -0.053 -0.050
H -1.809 -0.001 2.614 -0.176 -0.007 -0.117
H -1.546 3.605 4.880 0.003 -0.002 0.008
H -2.764 1.471 5.751 -0.006 -0.127 0.050
H -4.791 0.509 5.237 0.005 0.058 0.058
H -6.553 -0.374 3.974 -0.010 -0.036 -0.015
H -7.666 -0.646 1.734 -0.007 0.004 0.049
H -4.685 1.561 -0.019 -0.012 -0.055 0.060
Br -2.215 -5.094 3.185 0.085 0.171 -0.094
C -1.530 -3.644 2.214 -0.033 0.007 0.042
C -0.163 -3.387 2.193 -0.114 -0.250 0.072
C 0.296 -2.318 1.457 -0.098 -0.037 -0.116
N -0.518 -1.509 0.757 -0.215 0.088 0.852
C -1.838 -1.769 0.784 0.067 -0.052 -0.182
C -2.384 -2.814 1.493 -0.044 -0.295 0.090
H 0.528 -4.012 2.740 0.007 0.001 0.007
H 1.358 -2.115 1.402 -0.017 0.143 0.057
H -2.476 -1.123 0.194 0.045 0.148 0.116
H -3.452 -2.986 1.480 0.001 0.014 0.008
C 1.458 4.796 -0.234 0.019 -0.010 -0.085
C 0.942 4.244 -1.556 -0.127 -0.411 0.067
C -0.340 4.945 -1.983 0.067 -0.041 -0.039
Sb 0.714 2.054 -1.573 0.546 0.546 0.083
C 0.337 1.927 -3.756 0.263 -0.121 0.768
C -0.142 0.556 -4.204 -0.051 0.176 -0.064
C 1.513 2.409 -4.591 -0.131 0.065 -0.130
C 2.812 1.561 -1.043 -0.373 -0.012 -0.565
C 2.891 0.146 -0.479 -0.087 0.175 0.411
C 3.798 1.784 -2.178 0.186 0.081 0.243
H 1.746 5.840 -0.374 -0.007 0.014 0.022
H 2.341 4.269 0.132 -0.022 0.028 0.042
H 0.678 4.776 0.529 0.030 -0.004 -0.005
H 1.708 4.376 -2.323 0.017 0.030 -0.002
H -1.130 4.814 -1.241 -0.014 -0.014 -0.012
H -0.707 4.597 -2.949 -0.038 0.038 0.009
H -0.148 6.017 -2.075 -0.044 0.015 -0.005
H -0.488 2.637 -3.843 -0.005 -0.023 0.022
H 0.661 -0.177 -4.148 0.141 -0.055 -0.051
H -0.459 0.623 -5.248 -0.025 -0.145 -0.008
H -0.985 0.195 -3.615 -0.120 0.006 0.040
H 2.315 1.673 -4.615 0.023 0.022 0.019
H 1.921 3.359 -4.247 -0.001 -0.038 -0.032
H 1.170 2.555 -5.617 0.060 0.028 -0.060
H 3.030 2.262 -0.232 -0.118 0.036 -0.039
H 2.705 -0.603 -1.247 0.046 -0.117 -0.143
H 2.161 -0.006 0.343 0.185 0.020 -0.215
H 3.874 -0.048 -0.044 0.098 -0.043 -0.114
H 3.674 1.033 -2.960 0.009 0.018 -0.052
H 4.822 1.711 -1.805 0.034 -0.036 -0.060
H 3.683 2.774 -2.620 0.055 -0.027 -0.076
C 2.764 -5.263 -5.115 -0.121 0.116 0.305
Ge 2.166 -4.824 -3.300 0.279 -0.629 0.205
C 0.692 -5.932 -2.619 0.168 0.246 -0.196
C 3.571 -4.633 -1.936 -0.197 0.016 -0.315
C 1.461 -2.932 -3.540 -0.512 0.784 0.372
Se 0.456 -2.239 -2.049 0.244 -0.503 -0.798
C -1.302 -2.990 -2.406 0.047 0.045 -0.272
H 3.239 -6.244 -5.132 -0.009 0.008 0.066
H 3.483 -4.525 -5.467 0.013 -0.004 0.004
H 1.913 -5.282 -5.795 -0.007 -0.005 -0.004
H 1.024 -6.965 -2.519 0.026 0.036 0.005
H -0.163 -5.920 -3.294 -0.011 -0.018 -0.007
H 0.379 -5.579 -1.636 -0.001 -0.040 0.045
H 3.988 -5.607 -1.680 -0.048 -0.003 -0.017
H 3.150 -4.191 -1.032 0.010 -0.016 0.034
H 4.384 -4.001 -2.292 -0.022 0.006 -0.006
H 0.853 -2.865 -4.443 -0.121 -0.131 0.049
H 2.334 -2.288 -3.657 0.015 -0.009 0.128
H -1.336 -3.341 -3.434 0.090 0.002 -0.012
H -2.052 -2.216 -2.265 0.094 0.096 0.101
H -1.492 -3.818 -1.729 0.109 -0.012 0.135
```
Forces are in eV/Å.

Computed properties:
relative energy (zero: lowest compared OMol25 entry of this formula, charge and spin)	11.6	kcal per mole
⟨S²⟩	0.766
E_tot	-10065.6596	Ha
HOMO level (spin up / spin down)	-12.55 / -12.45	eV
total charge	+2
2S+1	2
maximum force	1.01	eV/A
HOMO-LUMO gap (spin up / spin down)	7.055 / 3.410	eV

Here are the Löwdin charges for atoms 1 to 2, given in e:
1. Co 0.129
2. C -0.020

Record 3
Here is one molecule with the formula C30H48ClNO7 in a non-equilibrium geometry from the Open Molecules 2025 dataset. Energies are from ωB97M-V with the def2-TZVPD basis set.

```
87
Properties=species:S:1:pos:R:3:forces:R:3
C 6.662 -4.967 0.951 -0.285 0.255 -0.409
C 5.515 -4.014 0.603 0.599 -0.128 0.570
C 6.016 -2.579 0.470 -0.887 -0.001 -0.502
C 5.020 -1.694 -0.292 0.450 0.083 0.598
C 5.541 -0.256 -0.444 -0.536 -0.309 -0.468
C 5.055 0.435 -1.725 -0.021 -0.012 0.597
C 3.537 0.681 -1.702 0.258 -0.545 -0.356
C 2.732 -0.318 -2.549 -0.150 0.991 -0.142
C 1.273 -0.384 -2.121 -0.018 -0.920 -0.221
C 1.028 -1.273 -0.890 -0.263 0.502 -0.554
C -0.440 -1.742 -0.830 0.520 0.017 0.585
C -1.104 -1.664 0.569 -0.480 0.561 -0.344
C -2.170 -0.583 0.675 -0.110 0.423 0.157
C -2.128 0.461 1.646 -0.410 0.096 -0.488
C -1.034 0.520 2.683 0.264 -0.091 -0.027
C 0.360 0.937 2.185 -0.339 -0.054 0.415
C 0.557 2.433 2.004 0.755 -0.225 -0.216
O 1.955 2.731 2.048 -0.196 0.071 -0.109
C 2.371 3.177 3.317 0.239 -0.144 -0.027
C -3.155 1.437 1.639 0.082 -0.422 -0.201
Cl -3.135 2.720 2.815 0.036 -0.046 -0.025
C -4.234 1.428 0.746 -0.093 -0.157 -0.455
C -5.318 2.491 0.738 0.287 -0.169 0.395
O -4.814 3.791 0.511 -0.022 -0.211 -0.083
C -4.337 3.984 -0.807 -0.140 0.446 -0.006
O -3.062 4.521 -0.785 0.007 -0.168 -0.433
C -2.009 3.588 -0.886 0.322 0.389 0.206
C -0.829 4.172 -1.674 0.132 0.113 0.147
O -1.254 5.235 -2.506 -0.012 -0.197 -0.131
C -4.290 0.353 -0.140 0.803 0.491 0.560
C -3.287 -0.612 -0.164 0.019 0.011 -0.161
C -3.710 -1.628 -1.189 -0.650 0.387 0.448
O -3.109 -2.480 -1.750 0.688 -0.939 -0.061
N -5.101 -1.371 -1.484 0.196 0.594 0.129
C -6.009 -2.319 -0.863 -0.159 -0.645 -0.689
O -5.416 -2.856 0.297 -0.054 0.315 0.189
C -5.711 -4.221 0.499 -0.001 -0.296 0.029
C -5.315 0.002 -1.164 0.910 -0.792 0.793
O -6.117 0.694 -1.691 -1.242 0.720 -0.376
H 7.188 -4.604 1.829 0.096 -0.095 0.168
H 6.303 -5.978 1.122 0.031 -0.121 0.117
H 7.366 -4.992 0.121 0.176 -0.081 -0.013
H 5.028 -4.334 -0.315 -0.122 -0.042 -0.109
H 4.796 -4.068 1.421 -0.333 0.053 -0.118
H 6.959 -2.574 -0.076 0.259 0.059 0.122
H 6.140 -2.145 1.460 0.417 0.009 0.105
H 4.806 -2.153 -1.256 -0.016 0.007 -0.164
H 4.101 -1.683 0.295 -0.294 -0.049 -0.216
H 6.629 -0.271 -0.412 0.133 0.116 0.038
H 5.156 0.325 0.393 0.316 0.147 0.219
H 5.326 -0.177 -2.585 0.044 0.007 -0.184
H 5.587 1.381 -1.811 0.034 0.108 -0.120
H 3.341 1.676 -2.094 -0.212 0.169 0.132
H 3.172 0.637 -0.675 0.047 0.179 0.164
H 2.754 0.050 -3.576 0.125 -0.113 -0.153
H 3.187 -1.305 -2.573 -0.006 -0.186 0.200
H 0.863 0.615 -1.967 -0.016 0.148 0.067
H 0.704 -0.828 -2.941 -0.091 0.051 -0.115
H 1.308 -0.697 -0.015 0.154 -0.212 0.296
H 1.692 -2.130 -0.981 0.115 -0.113 0.256
H -0.476 -2.774 -1.160 -0.143 -0.073 -0.206
H -1.005 -1.159 -1.545 -0.252 0.059 -0.115
H -1.599 -2.604 0.803 0.059 -0.177 0.052
H -0.351 -1.468 1.318 0.182 -0.241 0.228
H -1.302 1.205 3.476 -0.228 0.085 0.129
H -0.948 -0.452 3.167 -0.041 -0.186 -0.099
H 0.596 0.417 1.269 0.151 0.014 -0.243
H 1.083 0.605 2.930 0.097 -0.025 0.084
H 0.239 2.739 1.011 -0.323 0.204 0.021
H 0.042 2.997 2.781 -0.241 0.132 -0.059
H 3.458 3.176 3.329 0.090 0.019 -0.061
H 2.033 2.507 4.111 -0.103 -0.011 0.117
H 2.027 4.193 3.518 -0.147 0.071 0.067
H -5.787 2.493 1.720 -0.075 0.190 0.072
H -6.067 2.236 -0.003 -0.144 -0.094 -0.076
H -4.982 4.710 -1.301 -0.010 0.152 0.072
H -4.373 3.053 -1.379 0.056 -0.168 0.027
H -1.649 3.384 0.123 -0.012 -0.394 0.072
H -2.327 2.657 -1.358 -0.285 -0.065 0.009
H -0.056 4.510 -0.978 -0.010 0.209 0.079
H -0.373 3.372 -2.260 -0.024 -0.130 -0.069
H -0.579 5.351 -3.180 0.001 0.107 -0.056
H -6.227 -3.120 -1.571 0.082 -0.131 -0.034
H -6.954 -1.830 -0.627 -0.019 0.269 -0.023
H -5.028 -4.863 -0.060 0.063 0.020 -0.158
H -5.599 -4.444 1.554 0.042 0.097 0.145
H -6.733 -4.466 0.210 -0.122 0.032 -0.003
```
Forces are in eV/Å.

Computed properties:
SMILES	CCCCCCCCCCCCc1c(CCCOC)c(Cl)c(COCOCCO)c2c1C(=O)N(COC)C2=O
E_tot	-2213.4770	Ha
HOMO level	-9.42	eV
total charge	0
2S+1	1
maximum force	1.48	eV/A
HOMO-LUMO gap	9.176	eV

Here are the Löwdin charges for atoms 1 to 2, given in e:
1. C -0.119
2. C -0.274

The highest maximum force belongs to which entry? C30H47NO32S6

Which value of maximum force does entry 2 give? 1.01 eV/A